50
Properties=species:S:1:pos:R:3:forces:R:3:mulliken_charge:R:1 method="wB97M-V/def2-TZVPD" energy_ha=-1114.19910 e_homo_ev=-9.74 e_lumo_ev=0.453 smiles="C[C@H](O)C[C@@H]1COC(=O)O1.CO.CO.CO.CO.CO" largest_force_ev_per_a=0.364 relative_energy_kcal_mol=0.00 gap_ev=10.197 charge=0
C -0.534283 0.996010 -1.330918 0.1 0.0 0.1 -1.287
C -1.188805 0.163289 -0.225846 0.0 -0.1 -0.2 0.531
O -2.329058 0.886283 0.257709 0.0 -0.1 0.1 -0.593
C -0.221041 -0.145235 0.924617 -0.3 -0.1 0.0 -1.197
C 0.066894 1.078509 1.771205 0.3 0.2 0.0 0.531
C 1.452177 1.176824 2.407065 -0.1 0.1 -0.1 -0.500
O 1.181850 1.856979 3.640546 0.0 0.0 0.0 -0.343
C -0.111648 1.652858 3.961403 -0.1 0.1 0.3 0.549
O -0.592643 1.916537 5.027259 0.1 -0.1 -0.3 -0.668
O -0.787613 1.111010 2.940216 0.1 0.0 -0.1 -0.297
H -0.199587 0.350194 -2.145978 0.0 0.1 0.1 0.264
H 0.343141 1.545363 -0.967806 -0.1 0.0 0.0 0.312
H -1.234183 1.723393 -1.746452 0.0 -0.1 0.0 0.273
H -1.518811 -0.790069 -0.657658 0.0 0.1 0.1 0.315
H -2.853918 0.301914 0.820531 0.2 0.1 0.0 0.344
H 0.693259 -0.579040 0.506173 0.0 0.1 0.1 0.331
H -0.655220 -0.907588 1.582327 0.1 0.0 -0.1 0.277
H -0.121378 2.007909 1.219363 -0.1 -0.2 0.0 0.444
H 2.118055 1.788774 1.794353 0.0 -0.1 0.2 0.278
H 1.911878 0.213339 2.645759 -0.1 0.0 -0.1 0.334
C -0.839565 -1.053186 7.467822 0.0 0.0 -0.1 -0.583
O -0.380221 -0.761083 6.160290 -0.1 0.0 0.0 -0.433
H -0.469334 -2.042500 7.730855 0.0 0.0 0.0 0.204
H -0.458347 -0.334563 8.199238 0.0 0.0 0.0 0.244
H -1.932465 -1.067211 7.520820 0.0 0.0 0.0 0.264
H -0.700908 0.117687 5.916281 0.1 0.0 0.0 0.323
C -4.207267 1.834640 -2.374563 0.0 0.1 -0.2 -0.402
O -3.539164 2.277455 -3.554679 0.0 0.0 0.1 -0.535
H -3.719585 0.920522 -2.052936 0.0 0.0 0.0 0.060
H -4.123662 2.566873 -1.569076 0.0 0.0 0.0 0.256
H -5.262860 1.626594 -2.573089 0.0 0.0 0.0 0.353
H -3.956965 3.091710 -3.845985 0.0 0.0 0.0 0.296
C 2.028173 -0.560841 -4.362096 -0.2 0.1 -0.1 -0.531
O 0.636312 -0.268923 -4.252628 0.1 -0.1 0.0 -0.488
H 2.395254 -0.777518 -3.361735 0.0 0.0 0.0 0.185
H 2.203267 -1.435287 -4.992976 0.1 0.0 0.0 0.301
H 2.585565 0.286580 -4.762292 0.1 0.0 0.0 0.275
H 0.300960 -0.071103 -5.130721 -0.1 0.0 0.0 0.265
C -2.325233 -3.666987 1.392191 0.1 0.0 0.0 -0.567
O -1.333543 -3.251003 0.459019 -0.1 0.0 0.1 -0.412
H -2.974616 -2.812685 1.570722 0.0 0.0 0.0 0.194
H -2.930354 -4.486854 0.997796 0.0 0.0 0.0 0.297
H -1.881906 -3.970499 2.343621 0.0 0.0 0.0 0.284
H -0.750222 -3.995658 0.290487 0.0 0.0 0.0 0.255
C 6.226784 0.278105 -5.250166 -0.1 0.0 0.1 -0.543
O 5.235561 -0.229967 -4.364272 0.1 0.0 0.0 -0.471
H 6.129007 -0.269762 -6.184070 0.0 0.0 0.0 0.212
H 6.079709 1.342291 -5.451956 0.0 0.0 0.0 0.263
H 7.235208 0.123069 -4.858601 0.0 0.0 0.0 0.251
H 5.311351 0.242849 -3.531172 0.0 0.0 0.0 0.285

=====

26
Properties=species:S:1:pos:R:3:forces:R:3:mulliken_charge:R:1 method="wB97M-V/def2-TZVPD" spin_multiplicity=3 energy_ha=-423.03103 e_homo_ev="-9.22 / -12.32" e_lumo_ev="-3.051 / -7.308" largest_force_ev_per_a=7.480 relative_energy_kcal_mol=40.27 gap_ev="6.165 / 5.015" charge=+1
C 1.443765 -1.608170 0.576915 -1.5 1.7 2.5 -1.226
C -2.117032 0.908822 1.102746 -1.9 -2.5 -1.5 -1.074
C -1.442191 0.939965 -1.218663 4.7 0.6 0.2 -0.978
C -1.884987 -1.139069 -0.226942 2.6 -2.4 0.1 -1.148
C 2.109409 -0.267239 0.449468 0.1 2.0 1.8 0.189
C 1.098662 0.835862 0.815408 0.7 -5.2 2.2 -0.659
N 2.658011 0.254995 -0.846272 -3.5 -1.6 -4.3 -0.318
N -1.305303 0.168470 0.071373 -3.0 1.1 -0.7 0.323
O 1.126470 1.824503 0.130848 -0.2 6.3 -4.0 -0.521
H 2.071088 -2.325902 0.270028 2.8 -3.1 -0.3 0.548
H 0.631188 -1.774688 -0.105970 -0.8 0.7 0.0 0.205
H 1.098762 -1.748319 1.713073 0.8 0.2 -2.7 0.295
H -2.393925 0.258334 1.974601 0.1 0.5 -1.0 0.358
H -1.438907 1.600106 1.432751 0.9 2.6 0.9 0.420
H -3.060314 1.308923 0.521692 1.7 -0.5 1.6 0.356
H -0.797477 0.258573 -1.799753 -0.5 0.8 -0.9 0.316
H -2.377217 1.117107 -1.691477 -1.3 -0.5 0.2 0.433
H -0.902435 1.973890 -1.245244 -0.9 -1.8 0.7 0.254
H -1.620125 -1.479804 -1.254928 -0.4 0.5 0.6 0.435
H -1.597510 -2.051252 0.407021 0.0 1.7 -0.2 0.295
H -2.896681 -1.014350 -0.083736 -2.6 -0.1 -0.2 0.417
H 3.033438 -0.061450 0.991454 -0.1 -1.1 1.2 0.313
H 0.553478 0.942924 1.716922 -0.4 -0.7 1.4 0.698
H 3.651842 0.357086 -0.973356 0.4 0.7 0.6 0.347
H 2.396994 -0.360139 -1.674869 0.4 0.4 1.2 0.380
H 1.961006 1.080819 -1.053085 2.1 -0.2 0.5 0.340

=====

16
Properties=species:S:1:pos:R:3:forces:R:3:mulliken_charge:R:1 method="wB97M-V/def2-TZVPD" energy_ha=-564.36362 e_homo_ev=-8.04 e_lumo_ev=0.107 smiles="C=[Si](C)F.CN" largest_force_ev_per_a=3.110 relative_energy_kcal_mol=41.53 gap_ev=8.150 charge=0
C 1.320821 -1.148101 1.355409 -0.1 1.0 -1.5 -0.802
Si 2.071737 -0.011674 0.159934 -0.5 -2.3 1.0 0.602
C 2.142926 1.850873 -0.013940 1.5 1.1 0.5 -0.954
F 2.931346 -0.641936 -1.095840 -1.2 0.7 0.8 -0.285
H 1.360038 -0.931661 2.439592 -0.4 0.4 -0.8 0.263
H 0.589104 -1.986599 1.086967 1.8 1.0 0.1 0.231
H 1.630445 2.223103 -0.921034 0.0 -0.5 0.5 0.295
H 1.742727 2.374828 0.879485 -0.2 -0.5 -0.6 0.330
H 3.192636 2.285411 -0.088183 -1.0 -0.9 -0.1 0.311
C -2.688607 -0.812172 -0.981667 -2.1 -1.2 2.0 -0.762
N -2.364144 -0.069598 0.236291 0.4 1.3 -1.0 -0.623
H -3.164771 -1.679879 -0.497641 -0.5 -0.1 -0.9 0.287
H -3.389654 -0.347962 -1.674106 0.2 0.2 0.2 0.308
H -1.856120 -1.242555 -1.434795 1.6 -0.3 -1.4 0.288
H -1.885890 0.774652 -0.080705 0.0 0.1 0.5 0.242
H -1.632590 -0.636731 0.630237 0.4 0.1 0.7 0.268

=====

18
Properties=species:S:1:pos:R:3:forces:R:3:mulliken_charge:R:1 method="wB97M-V/def2-TZVPD" energy_ha=-231.35994 e_homo_ev=-14.51 e_lumo_ev=-2.937 largest_force_ev_per_a=1.500 relative_energy_kcal_mol=22.88 gap_ev=11.570 charge=+1
C -0.855612 1.410108 1.701918 0.4 1.0 -0.4 -0.866
N 0.503387 1.176284 1.175124 0.6 0.0 -0.2 -0.693
H -1.147342 0.598950 2.345219 -0.3 -0.4 0.0 0.324
H -1.536610 1.572411 0.865890 -0.1 -0.4 0.1 0.309
H -0.905700 2.332122 2.271739 0.0 0.1 0.3 0.358
H 0.801476 1.930537 0.563037 -0.3 0.1 0.0 0.257
H 1.194333 1.202355 1.918894 -0.1 -0.2 0.1 0.248
H 0.474447 -0.189826 0.260360 -0.9 -0.1 0.2 0.420
C 1.307188 -1.349919 -1.161499 0.2 -1.0 -0.9 -0.896
N 0.105436 -1.005011 -0.385944 1.1 0.9 0.6 -0.093
C -0.988136 -0.469409 -1.219785 0.6 -0.9 -1.0 -0.923
H 1.703418 -0.474904 -1.660601 0.1 0.4 0.3 0.376
H 1.080656 -2.045587 -1.972895 -0.2 -0.1 0.2 0.358
H 2.058710 -1.820822 -0.535401 0.0 0.2 0.2 0.359
H -0.186747 -1.738477 0.251607 -0.1 -0.3 -0.3 0.382
H -0.980216 -1.031967 -2.155055 -0.3 -0.2 0.1 0.369
H -1.935570 -0.618685 -0.729730 -0.2 0.5 0.1 0.351
H -0.693117 0.521840 -1.532879 -0.5 0.5 0.4 0.361

=====

23
Properties=species:S:1:pos:R:3:forces:R:3:mulliken_charge:R:1 method="wB97M-V/def2-TZVPD" energy_ha=-3501.34154 e_homo_ev="-8.39 / -8.29" e_lumo_ev="-1.125 / -1.100" largest_force_ev_per_a=5.230 relative_energy_kcal_mol=8.94 gap_ev="7.268 / 7.193" charge=0
C 1.089102 0.929397 1.199328 -1.1 0.4 -1.3 -0.423
C 2.012318 -0.887865 -0.519946 0.2 -1.3 0.1 -0.323
C 0.236642 0.354963 0.269990 0.7 -1.8 -1.8 0.388
C 2.922042 -0.180251 0.331885 -1.9 0.5 -0.2 0.526
C -1.154592 0.649261 -0.065833 0.6 -1.6 -0.6 -0.027
C -1.997539 -0.270514 -0.593858 -1.9 1.0 1.2 0.640
C -1.617758 2.003095 0.034138 -1.7 -1.0 0.7 -0.523
C -1.889906 -1.738709 -0.740735 1.0 -0.8 3.3 -1.107
N 0.727440 -0.612376 -0.606265 0.8 1.1 1.8 -0.346
N 2.386524 0.699612 1.167447 1.3 0.1 0.6 -0.577
N -2.845950 2.228234 -0.604477 -3.2 -3.5 -1.3 -0.588
N 4.287779 -0.295557 0.282331 0.0 -2.3 -0.6 -0.502
S -3.573899 0.495073 -0.991567 2.8 4.1 1.5 0.115
Br -4.967607 -0.630312 0.615907 0.3 0.1 -0.2 -0.258
H 0.695924 1.720379 1.828397 0.3 -0.2 0.5 0.348
H 2.282374 -1.852390 -1.003066 0.3 1.0 -0.1 0.299
H -1.564066 2.160669 1.107373 -0.4 0.7 0.8 0.331
H -1.020461 2.726064 -0.406553 1.8 1.4 -0.9 0.437
H -1.415669 -1.755208 -1.641765 1.1 -1.2 -2.9 0.360
H -2.779519 -2.417840 -0.666110 0.7 1.2 0.0 0.397
H -1.037422 -2.071877 -0.018626 -1.8 0.3 -1.1 0.269
H 4.531204 -1.260645 -0.160322 0.1 2.5 1.5 0.275
H 4.693039 0.006799 1.182327 0.1 -0.7 -0.9 0.288

=====

73
Properties=species:S:1:pos:R:3:forces:R:3:mulliken_charge:R:1 method="wB97M-V/def2-TZVPD" energy_ha=-11051.54938 e_homo_ev=-9.21 e_lumo_ev=-0.285 largest_force_ev_per_a=1.190 relative_energy_kcal_mol=0.00 gap_ev=8.923 charge=0
C -2.327226 -5.233729 -0.922631 -0.1 0.3 -0.2 -1.459
C -2.131114 -3.759303 -0.649116 -0.3 -0.2 0.0 0.434
O -2.605414 -3.449970 0.653277 0.2 -0.3 0.0 -0.480
C -1.928866 -2.401721 1.286787 -0.2 0.2 0.2 -0.264
C -2.457455 -1.037458 0.924680 0.2 0.1 -0.1 -0.713
O -1.995796 -0.683322 -0.371298 0.2 -0.1 0.0 0.098
C -2.084449 0.703285 -0.629757 -0.2 0.0 -0.3 -1.037
Si -1.442809 0.984787 -2.385428 -0.3 -0.2 -0.5 0.022
I -2.055160 3.270559 -3.022235 0.2 0.0 0.1 -0.178
O 0.190159 0.660328 -2.553043 -0.4 0.7 0.9 0.294
Si 1.276102 0.904041 -1.339472 0.6 -0.6 -0.4 -0.233
Br 1.025093 2.919569 -0.404495 0.0 -0.3 0.0 -0.269
C 1.133540 -0.339908 0.058252 0.3 0.7 0.0 0.566
C 2.500615 -0.486995 0.744628 -0.7 -0.2 0.3 -1.439
C 2.357782 -0.949289 2.208816 1.0 -0.2 -0.5 -0.100
F 1.128296 -1.438829 2.469616 -0.3 0.1 0.3 -0.046
Br 3.625445 -2.419980 2.540754 -0.1 0.1 0.0 -0.083
C 2.713815 0.149462 3.221485 0.1 -0.1 0.8 0.681
F 3.928142 0.676844 2.929901 -0.8 -0.3 0.3 -0.223
F 2.756794 -0.362253 4.481479 0.1 0.3 -0.7 -0.196
Br 1.368664 1.547379 3.246586 0.2 0.0 -0.2 -0.106
C 2.987135 0.745020 -2.135228 -0.6 -0.1 0.1 -0.122
I 4.241287 2.444892 -2.043448 0.1 -0.3 -0.1 0.076
C 3.419695 -0.365181 -2.738251 0.5 0.6 0.0 0.243
C 4.788693 -0.533474 -3.347204 -0.4 -0.5 0.4 -1.490
I 2.212837 -2.080586 -2.952400 -0.1 0.1 0.1 0.088
B -2.389475 -0.288980 -3.637992 0.1 -0.3 0.0 0.541
O -2.062295 -1.622624 -3.506145 0.4 0.3 0.1 -0.471
O -3.316039 0.116384 -4.556286 0.0 0.6 0.4 -0.542
H -1.817493 -5.472434 -1.852160 0.2 -0.2 -0.1 0.383
H -3.378309 -5.451713 -1.080084 -0.2 -0.1 0.2 0.333
H -1.938415 -5.835687 -0.111188 0.1 -0.2 0.1 0.354
H -1.074865 -3.509164 -0.741942 0.2 0.2 0.1 0.066
H -2.690878 -3.177753 -1.377684 0.1 0.2 -0.2 0.108
H -0.857856 -2.420535 1.080342 0.2 -0.1 -0.1 0.212
H -2.050318 -2.540297 2.359247 -0.1 -0.1 0.2 0.199
H -2.085987 -0.302658 1.645369 0.1 0.1 0.2 0.435
H -3.547578 -1.031422 0.964346 -0.2 0.0 -0.1 0.393
H -3.136244 1.010830 -0.650656 -0.1 0.2 0.0 0.536
H -1.595128 1.300948 0.143303 0.1 0.1 0.1 0.405
H 0.767143 -1.288969 -0.306758 -0.2 -0.2 0.0 0.232
H 0.418456 0.067874 0.766876 -0.3 0.0 0.0 0.132
H 3.046644 0.451950 0.746270 0.2 0.1 0.0 0.487
H 3.068946 -1.240910 0.220314 0.3 0.1 -0.2 0.402
H 5.006269 -1.585899 -3.480935 0.1 -0.1 -0.2 0.446
H 4.842030 -0.026018 -4.303073 0.1 0.2 -0.2 0.303
H 5.525447 -0.145149 -2.653847 0.2 0.3 -0.1 0.439
H -1.859172 -2.014545 -4.359317 -0.3 -0.4 -0.2 0.251
H -4.066081 -0.478874 -4.579168 -0.1 -0.4 -0.5 0.300
C -3.198209 -5.100702 7.409850 -0.1 -0.1 0.1 -0.632
O -2.432774 -3.894686 7.379515 -0.1 0.0 0.1 -0.346
C -1.594917 -3.807618 6.348484 0.0 0.1 0.1 0.772
O -1.450301 -4.633398 5.488160 0.0 -0.1 -0.1 -0.544
O -0.949794 -2.648165 6.435112 0.1 0.2 0.0 -0.334
C -0.010145 -2.423613 5.381787 0.2 0.1 -0.2 -0.170
H -3.829280 -5.036960 8.290956 0.0 0.1 0.0 0.216
H -3.819509 -5.183818 6.520534 0.1 0.0 -0.1 0.297
H -2.545846 -5.967760 7.489617 0.0 0.0 -0.1 0.294
H -0.514006 -2.413042 4.417530 0.0 -0.1 0.0 -0.094
H 0.762482 -3.190103 5.390165 0.0 -0.1 -0.1 0.311
H 0.447850 -1.454559 5.555260 -0.1 0.0 0.2 0.256
C 1.845494 5.940791 -2.536261 0.1 -0.2 0.1 -0.339
O 0.745882 6.458775 -3.289888 0.0 -0.1 0.0 -0.201
C 0.971473 7.645630 -3.842857 -0.1 -0.1 0.0 0.718
O 1.986120 8.284049 -3.758933 0.2 0.1 0.0 -0.550
O -0.123582 8.008226 -4.508629 -0.1 0.0 -0.1 -0.300
C -0.020257 9.275947 -5.158251 -0.1 0.1 -0.1 -0.650
H 1.524427 4.978829 -2.147948 -0.1 0.1 -0.1 -0.143
H 2.717423 5.804882 -3.173562 0.0 0.1 0.0 0.289
H 2.090502 6.605529 -1.709425 0.0 0.1 0.0 0.336
H 0.779459 9.265659 -5.895971 0.1 0.0 0.1 0.296
H 0.154671 10.066907 -4.431835 0.1 0.0 0.0 0.295
H -0.971767 9.440673 -5.654487 0.0 -0.1 0.0 0.213

=====

Please write out number 4 again, unchanged.
18
Properties=species:S:1:pos:R:3:forces:R:3:mulliken_charge:R:1 method="wB97M-V/def2-TZVPD" energy_ha=-231.35994 e_homo_ev=-14.51 e_lumo_ev=-2.937 largest_force_ev_per_a=1.500 relative_energy_kcal_mol=22.88 gap_ev=11.570 charge=+1
C -0.855612 1.410108 1.701918 0.4 1.0 -0.4 -0.866
N 0.503387 1.176284 1.175124 0.6 0.0 -0.2 -0.693
H -1.147342 0.598950 2.345219 -0.3 -0.4 0.0 0.324
H -1.536610 1.572411 0.865890 -0.1 -0.4 0.1 0.309
H -0.905700 2.332122 2.271739 0.0 0.1 0.3 0.358
H 0.801476 1.930537 0.563037 -0.3 0.1 0.0 0.257
H 1.194333 1.202355 1.918894 -0.1 -0.2 0.1 0.248
H 0.474447 -0.189826 0.260360 -0.9 -0.1 0.2 0.420
C 1.307188 -1.349919 -1.161499 0.2 -1.0 -0.9 -0.896
N 0.105436 -1.005011 -0.385944 1.1 0.9 0.6 -0.093
C -0.988136 -0.469409 -1.219785 0.6 -0.9 -1.0 -0.923
H 1.703418 -0.474904 -1.660601 0.1 0.4 0.3 0.376
H 1.080656 -2.045587 -1.972895 -0.2 -0.1 0.2 0.358
H 2.058710 -1.820822 -0.535401 0.0 0.2 0.2 0.359
H -0.186747 -1.738477 0.251607 -0.1 -0.3 -0.3 0.382
H -0.980216 -1.031967 -2.155055 -0.3 -0.2 0.1 0.369
H -1.935570 -0.618685 -0.729730 -0.2 0.5 0.1 0.351
H -0.693117 0.521840 -1.532879 -0.5 0.5 0.4 0.361